# 1
Entry from the OMol25 dataset: a 14-piece molecular cluster, C89H176Cl12N9O9 overall at a distorted geometry (ωB97M-V with the def2-TZVPD basis set).

As for the spin multiplicity: 10. As for the total charge: 0. The value obtained for the orbital gap (spin up / spin down) is 8.5 / 8.7 eV. For the LUMO energy (spin up / spin down), the calculation gives 0.04 / -0.82 eV.

Each line ends with the Mulliken spin population.
CARTESIAN COORDINATES (ANGSTROEM)
C 6.98437 -2.93055 -1.64319  0.011
C 6.29583 -2.68723 -2.95565  -0.008
C 4.92567 -2.01103 -2.54144  0.027
C 4.08847 -1.46848 -3.68043  -0.011
C 4.98726 -0.33261 -4.14912  0.023
C 6.37537 -0.79269 -4.76107  -0.006
N 7.04495 -1.75084 -3.83785  0.355
O 8.29487 -2.25134 -4.24475  0.574
C 6.23663 -1.42961 -6.17523  0.029
C 7.24114 0.48420 -5.00704  0.009
C 5.89155 -3.97407 -3.67690  0.046
H 6.43222 -3.54677 -0.93363  0.000
H 7.20449 -2.02697 -1.07470  -0.005
H 7.99331 -3.33136 -1.74056  -0.002
H 4.28999 -2.75923 -2.06793  0.007
H 4.98864 -1.31831 -1.70222  -0.008
H 3.08189 -1.06275 -3.57904  -0.002
H 4.04234 -2.22839 -4.46050  0.003
H 5.26354 0.39277 -3.38387  -0.004
H 4.46889 0.30024 -4.86946  -0.001
H 5.74683 -0.73905 -6.86177  0.001
H 7.21756 -1.61166 -6.61425  0.001
H 5.67311 -2.36248 -6.19251  -0.006
H 6.89294 1.38253 -5.51681  0.000
H 7.47138 0.85489 -4.00821  -0.003
H 8.14127 0.27203 -5.58398  -0.002
H 5.34178 -4.67655 -3.05052  0.001
H 6.79994 -4.49551 -3.97860  -0.002
H 5.42589 -3.83857 -4.65307  -0.024
C 3.95829 -2.19099 7.79212  0.015
C 2.65232 -1.44167 7.90815  -0.053
C 2.93556 -0.07078 7.26231  0.055
C 1.69053 0.78175 6.91475  -0.025
C 0.64315 0.00108 6.14981  0.041
C 0.25802 -1.38709 6.72183  -0.041
N 1.54434 -2.10886 7.12988  0.418
O 1.46919 -3.58270 7.17334  0.565
C -0.65087 -1.07951 7.89676  0.018
C -0.57017 -2.01505 5.53257  -0.021
C 2.24391 -1.19887 9.39677  0.026
H 4.12547 -2.63934 6.81276  -0.009
H 3.90981 -3.12512 8.35172  0.001
H 4.87098 -1.65702 8.05663  0.001
H 3.71274 0.44337 7.82778  0.000
H 3.36946 -0.23702 6.27631  -0.006
H 1.80428 1.78785 6.51113  -0.003
H 1.40553 1.06898 7.92687  -0.001
H 1.10494 -0.18139 5.17947  -0.004
H -0.23847 0.57422 5.86283  0.010
H -0.13563 -0.48245 8.64919  -0.001
H -1.51650 -0.49627 7.58276  0.005
H -1.00554 -2.01466 8.33012  -0.001
H -0.84418 -3.01989 5.85398  0.009
H -1.54548 -1.56781 5.34062  -0.004
H -0.09245 -2.03847 4.55312  0.002
H 3.12412 -1.29981 10.03172  -0.002
H 1.53821 -1.96928 9.70748  0.001
H 1.93431 -0.17606 9.61150  -0.002
C -3.56102 3.77226 -2.85519  -0.005
C -4.97193 3.17490 -2.94550  0.001
C -5.04040 2.57827 -4.44984  0.003
C -6.28406 1.74361 -4.74396  -0.015
C -6.52539 0.76974 -3.61563  0.086
C -6.69123 1.41821 -2.21003  -0.059
N -5.45245 2.17808 -1.91630  0.410
O -5.25612 2.62264 -0.55898  0.568
C -8.06281 2.18466 -2.13919  0.022
C -6.78947 0.09177 -1.25941  0.004
C -5.85594 4.41812 -2.96097  0.029
H -2.88986 2.95098 -2.60391  0.003
H -3.31508 4.53159 -2.11287  -0.004
H -3.16541 4.24644 -3.75339  0.001
H -5.08432 3.35259 -5.21573  0.000
H -4.10035 2.10228 -4.72881  0.000
H -6.22012 1.24145 -5.70928  0.003
H -7.18547 2.34953 -4.83559  -0.001
H -5.66066 0.11275 -3.70898  -0.031
H -7.38841 0.14803 -3.85391  -0.003
H -8.06783 2.86397 -1.28678  -0.001
H -8.25571 2.82922 -2.99677  -0.001
H -8.90976 1.50079 -2.08352  0.000
H -6.79124 0.39031 -0.21109  0.002
H -7.65706 -0.50449 -1.54205  0.001
H -5.97595 -0.59990 -1.47823  -0.002
H -6.67320 4.40584 -3.68210  -0.002
H -5.41605 5.38887 -3.18954  0.000
H -6.43964 4.70200 -2.08528  0.003
C 1.22622 -6.39577 -4.55102  0.028
C 0.70832 -5.06829 -5.15294  -0.015
C 1.95286 -4.12308 -5.35198  0.046
C 2.90926 -4.44901 -6.54866  -0.003
C 2.12295 -4.54005 -7.83473  0.011
C 0.86597 -5.44789 -7.73455  0.011
N 0.02605 -5.10440 -6.47051  0.275
O -1.21848 -5.86665 -6.42830  0.664
C 0.01285 -5.05633 -8.97407  -0.004
C 1.22409 -6.88495 -7.89857  0.015
C -0.12572 -4.38715 -4.00699  -0.036
H 1.31932 -6.47599 -3.46796  0.002
H 2.22693 -6.59483 -4.93450  -0.001
H 0.54766 -7.20746 -4.81335  -0.005
H 1.68613 -3.07033 -5.44515  -0.006
H 2.60243 -4.22228 -4.48233  0.005
H 3.69174 -5.18918 -6.38141  0.000
H 3.50946 -3.54664 -6.66527  0.004
H 2.78365 -5.02117 -8.55592  -0.001
H 1.76564 -3.58761 -8.22624  -0.003
H 0.57488 -4.95379 -9.90235  0.000
H -0.69269 -5.88672 -9.00132  -0.001
H -0.41473 -4.06599 -8.81751  0.001
H 1.94668 -7.17612 -7.13622  -0.002
H 0.43413 -7.60669 -7.69081  -0.003
H 1.48953 -7.20265 -8.90689  0.001
H -1.02197 -4.97430 -3.80676  0.008
H -0.52338 -3.38115 -4.14086  0.005
H 0.44761 -4.35433 -3.08053  0.002
C -7.05907 2.09886 8.08862  0.000
C -5.56975 1.96039 7.67043  0.029
C -5.41811 0.41276 7.44188  0.009
C -4.05879 0.04552 6.93563  -0.006
C -3.85325 0.73840 5.62772  0.007
C -4.00491 2.30860 5.65648  0.039
N -5.27500 2.66940 6.35559  0.225
O -5.47885 4.16655 6.48070  0.694
C -2.69055 2.94113 6.29785  0.026
C -3.87248 2.70583 4.17058  -0.009
C -4.73902 2.36846 8.96189  0.014
H -7.64098 1.99491 7.17282  -0.002
H -7.24757 3.09725 8.48331  -0.002
H -7.39876 1.31878 8.76992  0.000
H -5.59564 -0.11045 8.38147  0.000
H -6.14366 -0.09025 6.80261  -0.003
H -3.99183 -1.03163 6.78284  -0.001
H -3.39566 0.26918 7.77130  0.000
H -4.58775 0.32559 4.93620  0.000
H -2.83237 0.51177 5.32023  0.003
H -2.71561 4.02047 6.44784  -0.008
H -2.49996 2.33568 7.18397  -0.007
H -1.79431 2.65723 5.74627  0.000
H -2.87169 2.46979 3.80892  0.000
H -4.52204 2.19769 3.45787  -0.007
H -4.00032 3.78523 4.08911  0.002
H -3.65368 2.28757 8.90187  -0.002
H -5.13522 1.85746 9.83938  0.000
H -5.01487 3.40112 9.17547  -0.002
C 1.43268 -5.59348 -0.87769  -0.016
C 1.25733 -4.81196 0.50104  -0.002
C 0.04890 -5.36466 1.26193  0.047
C -0.16481 -4.94515 2.69959  -0.017
C 1.05174 -5.31421 3.52218  0.035
C 2.42076 -4.77778 2.92047  -0.001
N 2.50766 -4.94684 1.43551  0.408
O 3.80758 -4.69926 0.81102  0.537
C 2.48244 -3.28352 3.27343  0.049
C 3.59316 -5.42800 3.68949  0.014
C 0.89902 -3.40793 0.10906  0.001
H 2.13691 -5.13240 -1.57020  0.007
H 0.46523 -5.86042 -1.30302  0.004
H 1.95261 -6.50030 -0.56876  -0.022
H -0.79245 -5.11804 0.61431  0.000
H 0.02180 -6.45348 1.30494  -0.010
H -1.11051 -5.38408 3.01756  -0.001
H -0.45580 -3.91728 2.91616  0.001
H 1.12427 -6.40166 3.50512  -0.008
H 0.89371 -4.96875 4.54383  -0.003
H 2.35354 -3.14981 4.34749  -0.011
H 3.46175 -2.88590 3.00706  -0.006
H 1.79360 -2.56156 2.83483  -0.005
H 3.57451 -5.28636 4.77009  -0.001
H 3.48531 -6.48825 3.46067  -0.002
H 4.51400 -4.98966 3.30480  -0.001
H 0.89033 -2.70274 0.94016  -0.006
H 0.05529 -3.29320 -0.57142  0.004
H 1.74865 -3.04281 -0.46791  0.011
C 3.30104 4.08306 -2.81824  0.026
C 3.41410 4.68859 -1.42967  -0.007
C 3.84327 6.18117 -1.42477  0.016
C 2.70118 7.09748 -1.72548  -0.011
C 1.57338 6.89066 -0.72120  0.013
C 1.12686 5.38519 -0.54605  -0.013
N 2.22913 4.42872 -0.51893  0.448
O 1.89335 3.00948 -0.29337  0.505
C 0.49399 5.33372 0.88256  -0.002
C 0.12284 5.10541 -1.65002  0.047
C 4.70283 3.97149 -0.82838  -0.022
H 4.16428 4.17520 -3.47736  0.001
H 2.45300 4.52715 -3.33950  0.000
H 3.18217 3.00414 -2.71878  -0.007
H 4.29054 6.43387 -0.46343  -0.014
H 4.67126 6.34331 -2.11489  0.000
H 2.31778 6.92051 -2.73037  -0.001
H 3.10971 8.10802 -1.72924  0.000
H 0.76077 7.51583 -1.09123  0.000
H 1.93830 7.27309 0.23204  -0.002
H 0.03270 4.34926 0.96088  0.002
H 1.25662 5.40158 1.65838  -0.003
H -0.28296 6.08799 1.00718  0.002
H -0.81020 5.51077 -1.25858  -0.002
H 0.33961 5.62617 -2.58271  -0.001
H 0.00795 4.05990 -1.93602  -0.002
H 4.50825 2.91698 -0.63280  -0.007
H 4.93095 4.42746 0.13503  0.025
H 5.60760 4.10510 -1.42137  -0.001
C -4.61916 -1.07176 -6.52909  -0.007
C -4.69832 -2.52571 -5.88492  -0.046
C -3.48942 -2.54056 -4.90190  0.025
C -3.57222 -3.64007 -3.80361  -0.006
C -4.89071 -3.70407 -3.09979  0.048
C -6.12355 -3.71405 -4.06068  -0.035
N -6.01971 -2.64181 -5.12624  0.403
O -7.27117 -2.31335 -5.86386  0.587
C -6.31648 -5.15134 -4.52795  0.021
C -7.34335 -3.53113 -3.09850  -0.013
C -4.52582 -3.56687 -6.96590  0.040
H -5.41433 -0.83989 -7.23764  -0.003
H -3.62348 -0.86831 -6.92321  -0.001
H -4.84115 -0.43174 -5.67516  0.007
H -2.57501 -2.74626 -5.45833  0.006
H -3.35827 -1.59914 -4.36840  -0.012
H -2.76625 -3.45384 -3.09380  0.002
H -3.37400 -4.52983 -4.40124  -0.007
H -4.91516 -2.85585 -2.41566  -0.008
H -4.90369 -4.54085 -2.40140  0.001
H -5.59840 -5.45248 -5.29070  -0.001
H -6.33404 -5.82542 -3.67155  0.002
H -7.28748 -5.25886 -5.01136  -0.001
H -7.38381 -2.51855 -2.69706  0.011
H -8.28580 -3.74333 -3.60333  0.000
H -7.26645 -4.15547 -2.20834  0.000
H -5.48529 -3.76092 -7.44532  -0.002
H -3.98612 -4.43357 -6.58423  -0.006
H -3.92494 -3.08293 -7.73586  -0.003
C 2.64833 4.38315 3.84470  -0.005
C 4.11024 4.82592 4.24027  0.016
C 4.89679 3.53700 4.18235  0.015
C 6.42662 3.66697 4.34637  -0.005
C 6.96049 4.50803 3.18972  0.016
C 6.21443 5.91841 3.13462  0.014
N 4.72496 5.70386 3.15264  0.295
O 3.99566 6.91732 3.01786  0.648
C 6.87546 6.81821 4.25324  0.019
C 6.74559 6.45763 1.78785  -0.004
C 4.07224 5.42631 5.58750  0.009
H 2.51267 3.73384 2.97978  -0.007
H 2.04724 5.28388 3.72031  0.002
H 2.14041 3.88448 4.67021  -0.002
H 4.50760 2.97707 5.03271  0.002
H 4.65091 2.98405 3.27577  -0.005
H 6.94865 2.71602 4.24022  0.000
H 6.60075 4.13765 5.31396  -0.001
H 6.86645 3.92277 2.27499  -0.002
H 8.01552 4.70012 3.38488  -0.001
H 6.87973 6.32674 5.22616  -0.003
H 7.88143 7.14680 3.99219  0.001
H 6.37944 7.77864 4.39337  -0.001
H 6.32559 7.43728 1.55983  -0.002
H 7.83000 6.55675 1.83607  -0.001
H 6.39303 5.67882 1.11165  0.009
H 3.49772 4.79949 6.26949  0.003
H 3.58049 6.39791 5.53974  -0.002
H 5.04692 5.57896 6.05096  -0.002
Cl -5.91485 7.71297 0.61434  0.000
C -5.95445 5.94700 0.89072  -0.015
C -4.70191 5.59956 1.68177  0.006
Cl -3.18938 5.52387 0.65018  -0.001
H -6.03578 5.34908 -0.01701  0.009
H -6.75277 5.74816 1.60573  -0.001
H -4.91671 4.55728 1.91756  -0.003
H -4.50901 6.17072 2.58988  0.000
Cl 1.53689 0.24171 -5.72103  0.000
C -0.13821 -0.27236 -5.26923  -0.005
C -1.27702 0.65985 -5.60895  -0.001
Cl -1.08063 2.21162 -4.86775  0.000
H -0.12591 -0.34333 -4.18162  0.000
H -0.16830 -1.32790 -5.53951  0.007
H -2.24816 0.25696 -5.32143  0.002
H -1.27700 0.81491 -6.68787  0.000
Cl -2.01694 -0.30962 -1.83158  -0.002
C -1.03450 -0.16660 -0.32902  -0.003
C -1.66929 0.86896 0.66185  0.004
Cl -0.96739 0.62279 2.29859  0.000
H -0.02518 0.11737 -0.62695  0.001
H -0.92405 -1.18388 0.04653  0.000
H -2.73862 0.69975 0.78835  -0.004
H -1.54445 1.87018 0.24947  -0.001
C -4.52111 -2.50378 1.95242  0.000
Cl -4.75291 -0.82428 1.50106  0.001
Cl -2.72921 -2.86097 2.18516  0.000
Cl -5.24852 -3.36818 0.51496  0.000
H -5.02230 -2.67790 2.90458  0.000
C 3.79629 0.35335 1.09490  0.011
Cl 3.24797 0.08140 2.81190  -0.001
Cl 2.81330 -0.58104 -0.09312  -0.004
Cl 5.52742 0.05090 0.81976  0.002
H 3.78466 1.42873 0.91737  -0.015

Cartesian forces (eV/Å) of the 6 atoms listed first:
1.6762 0.0031 0.8187
-2.7889 1.2290 0.2399
-1.5047 -1.0622 0.9298
2.0254 1.0759 -0.6475
0.8945 0.3779 -1.5521
-0.9182 0.7442 -1.6333

# 2
Entry from the OMol25 dataset: a 3-piece molecular cluster, C4H15N3O overall at a distorted geometry (ωB97M-V with the def2-TZVPD basis set).

As for the total charge: 0. Its relative energy (zero: lowest compared OMol25 entry of this formula, charge and spin) is 904.5 kJ/mol. The value obtained for the orbital gap is 3.6 eV. For the LUMO energy, the calculation gives -4.37 eV.

Each line ends with the natural charge from an NBO analysis.
CARTESIAN COORDINATES (ANGSTROEM)
C -0.05212 0.59999 -1.16744  -0.254
C -0.70580 1.13499 0.13306  -0.446
C -2.13461 0.68056 0.44031  -0.467
N -1.79731 -1.88468 0.14617  -0.865
N 1.39094 0.50812 -1.11121  -0.492
C 1.85587 -0.84800 -0.85703  -0.084
N 1.47612 -1.21174 0.56179  -0.729
H -0.45351 -0.35182 -1.50818  0.221
H -0.44277 1.35777 -1.85537  0.233
H -0.12040 0.65787 0.94624  0.301
H -0.48763 2.23844 0.28990  0.265
H -2.59197 1.39186 1.15816  0.220
H -2.76215 0.70207 -0.45984  0.225
H -1.03383 -2.52812 0.35831  0.345
H -2.09146 -0.54727 0.69953  0.280
H -2.61525 -2.45846 0.34592  0.351
H 2.94695 -0.91642 -0.87302  0.204
H 1.45061 -1.57092 -1.55541  0.186
H 1.51641 -0.26959 1.01466  0.423
H 0.46841 -1.39647 0.50594  0.330
H 2.42075 2.10577 1.86199  0.449
H 1.83381 1.15441 -0.43249  0.453
O 1.92893 1.45167 1.35802  -1.149

Cartesian forces (eV/Å) of the 6 atoms listed first:
0.0172 0.5314 0.2192
-0.4092 -0.6654 1.2122
0.6334 2.4795 -0.7356
-0.3306 -0.2664 -1.5454
-0.7942 -0.7672 -0.5201
0.6745 -0.0238 1.3148

# 3
Entry from the OMol25 dataset: one molecule with the formula C4H8N2OS at a distorted geometry (ωB97M-V with the def2-TZVPD basis set).

As for the total charge: 0. Its relative energy (zero: lowest compared OMol25 entry of this formula, charge and spin) is 287.3 kJ/mol. The value obtained for the orbital gap is 9.4 eV. The structure (SMILES) is C[C@@H]1CN1C(=S)NO. For the LUMO energy, the calculation gives 0.70 eV.

Each line ends with the natural charge from an NBO analysis.
CARTESIAN COORDINATES (ANGSTROEM)
C -1.45829 2.32903 -1.38576  -0.619
C -1.05299 1.43193 -0.24478  -0.053
C -0.20250 1.86883 0.88432  -0.239
N 0.33663 0.93108 -0.10566  -0.441
C 0.43019 -0.44636 0.11863  0.272
S -0.57546 -1.58975 -0.65255  -0.264
N 1.46992 -0.77156 0.87907  -0.289
O 1.67632 -2.08274 1.22052  -0.541
H -2.38544 2.81266 -1.10667  0.216
H -0.68305 3.11449 -1.65229  0.210
H -1.59124 1.78176 -2.31048  0.226
H -1.91986 0.77313 0.00849  0.226
H -0.55083 1.48349 1.84119  0.203
H 0.28032 2.80673 0.91992  0.206
H 2.33123 -0.25618 0.91644  0.399
H 1.37137 -2.63535 0.41156  0.488

Cartesian forces (eV/Å) of the 6 atoms listed first:
1.6512 0.8805 -0.4036
-0.3850 0.5301 -0.4538
-0.8031 -1.1389 0.5905
-1.6420 -0.4901 -0.4342
-0.6735 -0.1347 -0.9987
1.0256 0.7791 0.9537